Density functional theory data (ωB97M-V/def2-TZVPD) for a 10-piece molecular cluster, C58H109N14O6 overall at a distorted geometry.

Geometry as XYZ:
```
187
Properties=species:S:1:pos:R:3:lowdin_charge:R:1
C -18.58032 1.11472 6.76556 -0.048
C -19.74318 0.45365 7.19607 -0.398
C -19.87029 -0.05696 8.65535 -0.366
O -20.96154 -0.55273 9.09367 -0.085
C -18.76224 -0.11943 9.50393 -0.040
C -17.56235 0.54200 9.08889 -0.386
C -17.58189 1.42402 7.76576 -0.376
O -16.77578 2.35581 7.62849 -0.035
O -16.47167 0.26827 9.62334 -0.039
O -20.57328 0.13654 6.30179 -0.055
H -18.47776 1.52990 5.77344 0.085
H -18.76857 -0.61159 10.46532 0.075
C -26.08787 0.78184 10.53453 -0.038
C -24.69053 0.92290 9.88740 -0.154
N -24.77112 0.97588 8.42981 -0.051
C -23.94399 0.35177 7.52707 0.002
C -24.22043 0.88533 6.31341 -0.036
N -25.23396 1.78629 6.46331 -0.081
C -25.64443 1.73629 7.75345 0.014
C -25.76469 2.69842 5.45074 0.048
H -26.01025 0.09308 11.37626 0.076
H -26.77336 0.24850 9.87453 0.093
H -26.52085 1.72744 10.84437 0.091
H -23.93908 0.17485 10.13292 0.115
H -24.25576 1.87576 10.19841 0.109
H -23.14714 -0.33083 7.78663 0.112
H -23.75928 0.74930 5.34952 0.135
H -26.42018 2.37149 8.15016 0.179
H -24.93690 3.36671 5.20852 0.090
H -26.64537 3.21797 5.80885 0.118
H -25.94377 2.13656 4.53490 0.116
C -19.23295 0.39179 0.80963 -0.057
C -20.17151 1.34159 1.54111 -0.127
N -19.44089 2.37684 2.30534 -0.036
C -19.94809 3.60076 2.65039 0.002
C -19.01528 4.25915 3.38544 0.005
N -17.95460 3.39375 3.53597 -0.090
C -18.21095 2.28591 2.82576 -0.012
C -16.83471 3.52088 4.43914 0.005
H -18.25342 0.75716 0.50440 0.091
H -19.73708 -0.09432 -0.02209 0.098
H -18.96772 -0.43625 1.48096 0.064
H -20.73924 0.86926 2.34184 0.125
H -20.76347 1.85273 0.78523 0.141
H -20.93550 3.87600 2.31838 0.148
H -18.95665 5.24207 3.82199 0.146
H -17.54279 1.44372 2.79416 0.163
H -16.21991 2.61593 4.42387 0.102
H -17.25437 3.70284 5.42273 0.081
H -16.03369 4.13328 4.01413 0.120
C -13.43984 2.06770 9.16767 -0.076
C -13.97637 3.09793 10.08421 -0.176
N -13.98839 4.46264 9.54661 -0.032
C -14.65603 4.82988 8.39363 -0.007
C -14.42631 6.15098 8.21339 0.007
N -13.52867 6.56571 9.18431 -0.068
C -13.39616 5.53080 10.04014 0.001
C -12.87086 7.87468 9.29314 0.049
H -13.48910 1.02908 9.50210 0.067
H -12.37606 2.12035 8.90861 0.100
H -13.92392 2.00997 8.18825 0.074
H -13.49931 3.01705 11.06208 0.130
H -15.01862 2.83592 10.29784 0.107
H -15.30159 4.13988 7.87497 0.104
H -14.78321 6.82935 7.45685 0.143
H -12.72751 5.58420 10.88562 0.178
H -12.45935 7.97963 10.29476 0.110
H -13.59634 8.67245 9.16056 0.113
H -12.06501 7.88379 8.56380 0.118
C -18.52103 5.18344 10.72939 -0.031
C -19.09168 3.82682 10.30348 -0.163
N -20.29655 3.87037 9.48516 -0.026
C -21.60735 4.04982 9.91204 0.028
C -22.36852 3.97476 8.79267 -0.005
N -21.52604 3.78584 7.72022 -0.050
C -20.25152 3.81567 8.17031 0.011
C -21.91952 3.79064 6.32605 0.016
H -17.63031 4.92326 11.30805 0.074
H -19.20151 5.77482 11.33630 0.092
H -18.12218 5.75533 9.89192 0.084
H -19.31447 3.26463 11.20909 0.101
H -18.36595 3.25652 9.72291 0.111
H -21.83542 4.36227 10.91654 0.148
H -23.44287 4.05561 8.79283 0.139
H -19.44328 3.71938 7.46324 0.163
H -21.20272 4.24772 5.64834 0.092
H -22.85236 4.34299 6.20845 0.102
H -22.15176 2.80954 5.90594 0.082
C -15.08239 -5.27742 2.72250 -0.042
C -16.39572 -4.49882 2.80051 -0.149
N -16.49984 -3.61377 3.97576 -0.044
C -17.64683 -2.90902 4.33448 0.009
C -17.27673 -2.07427 5.34288 -0.027
N -15.98676 -2.37092 5.69316 -0.086
C -15.50825 -3.23685 4.76421 -0.016
C -15.26744 -1.68251 6.75775 0.037
H -14.97676 -5.67767 1.71712 0.109
H -15.07222 -5.98396 3.55104 0.083
H -14.22271 -4.60650 2.78819 0.085
H -17.28949 -5.12056 2.82558 0.134
H -16.44139 -3.87489 1.90523 0.141
H -18.49679 -2.96061 3.67526 0.138
H -17.90930 -1.33157 5.81213 0.122
H -14.46973 -3.52800 4.77454 0.173
H -14.78986 -0.82790 6.26978 0.118
H -14.56887 -2.40764 7.16787 0.106
H -15.97596 -1.22299 7.44437 0.085
C -23.66807 -0.78840 14.73246 0.038
C -22.60124 -1.82840 14.78016 -0.391
O -22.70684 -2.91492 15.20110 0.251
N -21.19286 -1.32237 14.39312 0.105
H -21.10802 -0.33260 14.63670 0.169
H -20.47559 -1.81860 14.92965 0.188
C -21.00516 -1.43319 12.90685 0.011
H -24.60702 -1.16627 15.13204 0.123
H -23.96543 -0.35466 13.77119 0.091
H -23.38608 0.11826 15.27883 0.113
H -21.90035 -1.13165 12.36275 0.102
H -20.98611 -2.48265 12.60985 0.108
H -20.13855 -0.92197 12.50402 0.065
C -16.93540 -3.68580 9.95028 0.041
C -17.21005 -4.18741 8.56758 -0.393
O -17.96907 -3.67467 7.81491 0.159
N -16.49786 -5.47054 8.22268 0.106
H -15.47913 -5.45737 8.37061 0.200
H -16.71576 -6.18750 8.93231 0.192
C -16.90252 -6.17759 6.90986 0.083
H -15.87115 -3.45915 10.08841 0.107
H -17.10709 -4.43097 10.73313 0.111
H -17.48748 -2.77560 10.16823 0.083
H -17.98365 -6.17464 6.82718 0.084
H -16.48635 -7.16757 7.07493 0.126
H -16.49497 -5.57614 6.10417 0.083
C -13.51054 -0.89672 11.98972 -0.074
C -14.56459 -0.70119 13.09095 -0.199
C -15.15272 0.71547 13.06563 -0.110
N -16.31740 0.86755 14.06360 -0.230
C -16.00698 0.33545 15.46697 0.047
C -17.57998 0.21463 13.48615 -0.103
C -18.34293 1.41464 12.94664 -0.192
C -18.15187 2.47814 13.98952 -0.128
C -16.63649 2.38744 14.24957 -0.053
H -13.93707 -1.21782 11.03603 0.060
H -12.80746 -1.65740 12.32676 0.090
H -12.90512 -0.03958 11.68925 0.076
H -14.05864 -0.76871 14.05106 0.116
H -15.34106 -1.45740 12.99112 0.107
H -15.53732 1.20653 12.17031 0.112
H -14.42744 1.43283 13.45760 0.139
H -16.91827 0.43567 16.04692 0.114
H -15.16703 0.92003 15.83404 0.124
H -15.66948 -0.69778 15.43739 0.104
H -18.09633 -0.38573 14.23334 0.119
H -17.32117 -0.44453 12.65741 0.114
H -19.39572 1.17616 12.77432 0.105
H -17.91570 1.67002 11.97535 0.102
H -18.71396 2.34823 14.91207 0.131
H -18.34471 3.48133 13.60448 0.119
H -16.44446 2.67232 15.28175 0.137
H -15.96247 2.96293 13.62154 0.130
C -22.51211 -2.27513 4.29719 -0.051
C -21.82027 -3.18681 5.34173 -0.235
C -22.75599 -4.05818 6.13777 -0.094
N -22.03439 -4.87708 7.23386 -0.263
C -20.82324 -5.58267 6.64911 0.035
C -21.65862 -4.02045 8.41969 -0.109
C -21.59309 -4.96235 9.60803 -0.132
C -22.46900 -6.14275 9.20128 -0.143
C -23.01064 -5.90022 7.81110 -0.074
H -22.96333 -2.89792 3.52948 0.093
H -21.78396 -1.56450 3.91857 0.065
H -23.28578 -1.74674 4.85561 0.062
H -21.08776 -2.62455 5.92899 0.099
H -21.15285 -3.84533 4.77356 0.097
H -23.27131 -4.80248 5.53055 0.152
H -23.49311 -3.58951 6.79014 0.131
H -21.12999 -5.87813 5.64966 0.119
H -20.62011 -6.41319 7.32100 0.112
H -20.00146 -4.87579 6.56720 0.073
H -20.77239 -3.48417 8.07342 0.111
H -22.36103 -3.19469 8.54032 0.131
H -20.60787 -5.39552 9.79981 0.108
H -21.88944 -4.40522 10.49329 0.112
H -22.04501 -7.13986 9.31815 0.130
H -23.29517 -6.17903 9.91680 0.133
H -23.14420 -6.74876 7.14333 0.154
H -23.99378 -5.43076 7.87427 0.144
```

The calculation puts the maximum force at 2.988 eV/Å. The electronic energy is -3490.5290 Ha. For the HOMO energy, the calculation gives -20.08 eV. The charge is +7. The orbital gap comes out at 6.36 eV.